Entry 1:
Formula: C3H5N3
Source: OMol25
Level of theory: the ωB97M-V functional and the def2-TZVPD basis

Structure (SMILES) ... Nc1cc[nH]n1
Gap between HOMO and LUMO ... 0.3468 hartree
Largest force on an atom ... 1.65 eV/A

The geometry in ORCA input format:
```
! RIJCOSX wB97M-V def2-TZVPD def2/J DEFGRID3
* xyz 0 1
N -2.0130 -0.4072 0.2834
C -0.6395 -0.1900 0.1428
C 0.0795 1.0396 -0.0150
C 1.3629 0.6343 -0.2850
N 1.4032 -0.7052 -0.1876
N 0.1778 -1.2291 0.0831
H -2.6085 0.2649 -0.1807
H -2.2811 -1.3522 0.0285
H 0.0963 1.9202 0.6101
H 2.2023 1.2919 -0.4748
H 2.2200 -1.2672 -0.0049
*
```

Entry 2:
Formula: C3H5N3
Source: OMol25
Level of theory: the ωB97M-V functional and the def2-TZVPD basis

Structure (SMILES) ... Cn1n2ccn12
Gap between HOMO and LUMO ... 0.3508 hartree
Largest force on an atom ... 3.35 eV/A

The geometry in ORCA input format:
```
! RIJCOSX wB97M-V def2-TZVPD def2/J DEFGRID3
* xyz 0 1
C -1.8174 0.0283 0.0814
N -0.4492 -0.1181 -0.3066
N 0.3352 0.7796 0.5225
C 1.6388 0.6695 -0.1144
C 1.6840 -0.6927 -0.1602
N 0.4193 -0.8693 0.4958
H -2.0983 0.9615 -0.5810
H -2.4941 -0.7760 -0.2943
H -1.7484 -0.0286 1.1806
H 2.1630 1.5361 -0.4726
H 2.3672 -1.4903 -0.3512
*
```

Entry 3:
Formula: C3H5N3
Source: OMol25
Level of theory: the ωB97M-V functional and the def2-TZVPD basis

Structure (SMILES) ... N=c1[nH]cc[nH]1
Gap between HOMO and LUMO ... 0.3162 hartree
Largest force on an atom ... 5.97 eV/A

The geometry in ORCA input format:
```
! RIJCOSX wB97M-V def2-TZVPD def2/J DEFGRID3
* xyz 0 1
N 0.8846 -1.2025 -1.7144
C 0.4091 -0.5539 -0.7588
N 0.7232 0.7780 -0.3810
C -0.2050 1.3517 0.5792
C -0.7800 0.2908 1.0818
N -0.4660 -0.8013 0.2963
H 0.6215 -2.1946 -1.5756
H 1.3399 1.4653 -0.8932
H -0.2401 2.3950 0.8671
H -1.6593 0.2533 1.6853
H -0.6280 -1.7817 0.8134
*
```

Entry 4:
Formula: C3H5N3
Source: OMol25
Level of theory: the ωB97M-V functional and the def2-TZVPD basis

Structure (SMILES) ... C/N=C(\N)C#N
Gap between HOMO and LUMO ... 0.3964 hartree
Largest force on an atom ... 1.32 eV/A

The geometry in ORCA input format:
```
! RIJCOSX wB97M-V def2-TZVPD def2/J DEFGRID3
* xyz 0 1
C -0.4647 1.0171 1.2211
N -0.7028 0.7990 -0.1911
C -0.1127 -0.2165 -0.6810
N 0.6995 -1.1227 -0.0174
C -0.3073 -0.5193 -2.0928
N -0.4128 -0.7754 -3.2170
H -0.9168 1.9541 1.5510
H -0.8957 0.1938 1.8076
H 0.6143 1.0689 1.4527
H 1.1899 -0.7303 0.7745
H 1.3090 -1.6688 -0.6075
*
```

Calculated energy in order - -281.54601; -281.34843; -281.53824; -281.55675 Eh
Calculated LUMO in order - 1.124; 0.490; 0.853; 0.667 eV